{
  "formula": "C45H56CaF18N3O45S6",
  "method": "ωB97M-V with the def2-TZVPD basis set",
  "elements": ["Ca", "C", "F", "F", "F", "S", "O", "O", "N", "S", "O", "O", "C", "F", "F", "F", "C", "F", "F", "F", "S", "O", "O", "N", "S", "O", "O", "C", "F", "F", "F", "C", "F", "F", "F", "S", "O", "O", "N", "S", "O", "O", "C", "F", "F", "F", "C", "C", "O", "C", "O", "O", "H", "H", "H", "H", "C", "C", "O", "C", "O", "O", "H", "H", "H", "H", "C", "C", "O", "C", "O", "O", "H", "H", "H", "H", "C", "C", "O", "C", "O", "O", "H", "H", "H", "H", "C", "C", "O", "C", "O", "O", "H", "H", "H", "H", "C", "C", "C", "O", "C", "O", "O", "H", "H", "H", "H", "H", "H", "C", "C", "C", "O", "C", "O", "O", "H", "H", "H", "H", "H", "H", "C", "C", "C", "O", "C", "O", "O", "H", "H", "H", "H", "H", "H", "C", "C", "C", "O", "C", "O", "O", "H", "H", "H", "H", "H", "H", "C", "C", "C", "O", "C", "O", "O", "H", "H", "H", "H", "H", "H", "C", "C", "C", "O", "C", "O", "O", "H", "H", "H", "H", "H", "H"],
  "xyz": [[2.882847, 1.739831, -0.630047], [6.212953, -1.367964, -0.800688], [5.820869, -1.386602, 0.442632], [7.508645, -1.652150, -0.895150], [5.373519, -2.277384, -1.392592], [5.934424, 0.410530, -1.490415], [6.069724, 1.328731, -0.376672], [6.939567, 0.683237, -2.501582], [4.209066, 0.449261, -1.905990], [4.202897, -0.095334, -3.360901], [3.928298, 0.889129, -4.435905], [5.292371, -0.994313, -3.705621], [2.662941, -1.219355, -3.417941], [2.931576, -2.304162, -2.721335], [1.596742, -0.543570, -3.045670], [2.476460, -1.505937, -4.704221], [2.121197, 5.902785, 1.250630], [2.526186, 6.843902, 2.139526], [0.858031, 5.542966, 1.605941], [2.089646, 6.409315, 0.025520], [3.209362, 4.256875, 1.559956], [4.170103, 4.610757, 2.604038], [2.235110, 3.193797, 1.968964], [3.845305, 3.612027, 0.063230], [5.231535, 4.451040, -0.021547], [5.124620, 5.868782, 0.208149], [6.334529, 3.849755, 0.713460], [5.596768, 4.330897, -1.921916], [5.213457, 3.116194, -2.380043], [4.869856, 5.245629, -2.615883], [6.902749, 4.528699, -2.170134], [-1.059397, 1.713949, -1.910799], [-2.032578, 2.570043, -2.198020], [-1.290628, 0.425470, -2.257705], [-0.100116, 2.071564, -2.804919], [-0.288834, 1.944924, -0.117380], [0.382239, 3.224795, -0.194835], [-1.305786, 1.946163, 0.861980], [0.965573, 0.754548, -0.111670], [0.211785, -0.418696, 0.602625], [0.346542, -0.217523, 2.034017], [-1.143428, -0.826469, 0.146243], [1.304037, -1.982276, 0.184240], [1.137603, -2.831181, 1.199476], [0.928702, -2.629548, -0.932889], [2.557119, -1.588220, 0.097564], [3.188519, 0.183804, 4.832060], [4.101867, 1.298718, 4.770743], [4.464649, 1.511159, 3.454269], [3.839823, 0.659400, 2.750614], [3.793547, 0.586200, 1.539667], [3.185435, -0.231555, 3.476730], [2.196119, 0.557589, 5.084119], [3.506966, -0.664031, 5.438581], [4.957458, 1.243068, 5.443784], [3.537694, 2.203058, 4.998726], [1.202581, 5.395602, -4.569626], [1.335308, 4.261291, -5.579309], [2.197354, 3.365785, -4.842840], [2.100502, 3.578079, -3.516511], [2.517504, 2.863467, -2.613868], [1.465705, 4.809963, -3.350276], [0.233726, 5.881272, -4.686034], [1.938378, 6.143929, -4.864077], [1.843822, 4.594262, -6.484103], [0.464968, 3.635613, -5.777144], [0.137733, 2.521719, 4.261062], [-0.313029, 1.806566, 5.496120], [-1.633202, 2.278528, 5.403178], [-1.961017, 2.975846, 4.423557], [-3.053113, 3.259429, 4.031083], [-0.864084, 3.364952, 3.884558], [0.261690, 1.806208, 3.448181], [1.095641, 2.992916, 4.481259], [0.210925, 2.195600, 6.369178], [-0.250255, 0.733835, 5.313386], [3.785945, -3.370169, 2.641710], [3.993081, -4.309023, 1.487497], [4.879647, -5.341040, 1.992839], [4.730143, -5.336929, 3.336113], [5.296075, -6.078362, 4.066692], [4.054586, -4.235833, 3.739431], [2.790666, -2.925833, 2.632320], [4.487622, -2.543933, 2.527328], [4.682695, -3.765356, 0.841776], [3.110405, -4.558188, 0.898510], [-2.482418, -2.857800, -1.734133], [-3.447433, -3.846810, -2.355046], [-3.476523, -4.935164, -1.455951], [-2.872139, -4.588257, -0.317157], [-3.073176, -4.983995, 0.847394], [-2.277048, -3.461436, -0.449043], [-2.944452, -1.870804, -1.712673], [-1.548397, -2.833726, -2.295486], [-3.040206, -4.032888, -3.348846], [-4.447758, -3.428277, -2.465857], [-3.371419, 2.983974, -5.062156], [-4.838253, 3.207570, -5.491308], [-5.934100, 2.934166, -4.439546], [-6.830105, 4.053602, -4.783176], [-6.306370, 4.950713, -5.542494], [-6.900965, 6.016973, -5.922497], [-4.961308, 4.609590, -5.729452], [-3.243403, 3.471819, -4.095864], [-2.568114, 3.523775, -5.563581], [-3.122466, 1.925900, -4.980820], [-4.974544, 2.662919, -6.425596], [-5.665358, 3.004632, -3.385557], [-6.376481, 1.962535, -4.659387], [-2.732821, 5.460090, 1.228256], [-1.924780, 6.536887, 0.560861], [-1.341014, 6.172978, -0.782323], [-1.515353, 7.451221, -1.357455], [-2.512070, 8.068165, -0.837624], [-2.986951, 9.131267, -1.260434], [-2.936135, 7.451160, 0.213453], [-3.047657, 5.753341, 2.229740], [-2.129622, 4.555297, 1.303019], [-3.590192, 5.264922, 0.584104], [-1.136438, 6.963309, 1.181172], [-1.833482, 5.354010, -1.306594], [-0.311038, 5.816327, -0.789527], [-4.911748, 0.566071, -1.613861], [-5.400935, -0.678514, -0.867921], [-4.687194, -1.156756, 0.354885], [-5.706865, -1.209914, 1.317755], [-6.841351, -0.757501, 0.884393], [-7.890846, -0.767075, 1.522879], [-6.711153, -0.433613, -0.344026], [-5.161049, 0.535752, -2.674541], [-3.852283, 0.782333, -1.476547], [-5.352197, 1.493131, -1.246909], [-5.665984, -1.472092, -1.566545], [-3.917248, -0.474711, 0.715588], [-4.353746, -2.194452, 0.344458], [-0.327203, -7.347444, -1.944704], [0.209047, -5.938611, -2.229763], [1.604329, -5.930121, -2.864920], [1.470683, -4.949409, -3.892455], [0.157651, -4.673493, -4.153532], [-0.160983, -3.840261, -4.987653], [-0.632467, -5.314690, -3.257385], [-1.403349, -7.411810, -2.105538], [-0.111691, -7.747496, -0.953945], [0.065138, -8.088429, -2.641207], [0.201337, -5.248042, -1.386463], [1.870863, -6.894199, -3.298066], [2.451332, -5.596414, -2.265482], [-3.175581, -0.365489, 3.602858], [-2.516503, -1.761345, 3.994286], [-1.943976, -2.700672, 2.955587], [-0.875477, -3.239759, 3.533362], [-0.372557, -2.334307, 4.454044], [0.815710, -2.385579, 4.840395], [-1.337681, -1.448033, 4.768741], [-2.535624, 0.118507, 2.865084], [-3.185893, 0.322625, 4.448134], [-4.185845, -0.617876, 3.280726], [-3.233392, -2.267792, 4.640565], [-1.805568, -2.121519, 2.042618], [-2.722372, -3.425104, 2.715992], [-1.152394, -6.553937, 4.882143], [-1.076025, -6.420336, 3.388135], [0.256838, -5.977297, 2.738066], [0.603130, -7.034680, 1.829337], [-0.298507, -7.990719, 1.894349], [-0.296922, -8.908136, 1.063979], [-1.202059, -7.681553, 2.906910], [-1.993908, -7.204869, 5.119310], [-1.384056, -5.614754, 5.384500], [-0.283702, -6.878095, 5.455210], [-1.835667, -5.714651, 3.051902], [1.019595, -5.848386, 3.505981], [-0.021929, -5.068991, 2.203871]],
  "atomic_forces_ev_per_a": [[0.8, 0.4, 0.7], [-1.4, 0.0, -1.3], [0.3, 0.4, 1.4], [-1.0, -0.2, -0.2], [1.7, 0.6, 0.0], [1.3, 2.2, 0.6], [-1.1, -1.4, -0.1], [-1.7, -1.0, 0.5], [3.9, -0.8, 0.9], [-1.1, -0.5, -6.4], [0.0, -1.2, 2.6], [-0.9, 0.2, 0.9], [2.4, 1.6, -1.6], [-0.9, -0.4, 0.3], [-1.0, -0.1, 1.3], [0.1, -0.6, 0.2], [-0.4, -0.1, 1.1], [-0.2, -1.1, -1.2], [1.0, 0.3, -0.4], [0.3, -0.5, 0.6], [-1.0, -2.8, 1.6], [-1.4, -0.1, -2.0], [1.4, 2.1, -1.2], [0.1, 3.7, 3.1], [3.9, 0.1, -0.4], [-1.1, 0.0, -0.4], [-1.5, 0.1, -1.4], [-0.3, -0.4, 0.1], [0.5, 0.9, 0.2], [0.6, -0.5, 0.7], [-1.2, -0.2, 0.3], [2.2, -0.4, -1.4], [-0.8, -0.9, 1.1], [-1.0, 1.2, 0.9], [0.4, 0.0, 0.8], [1.7, 2.5, -1.5], [0.4, -1.0, -1.1], [-0.9, -1.3, 0.4], [-4.1, 1.5, -0.9], [-1.6, -4.3, 2.3], [-0.1, -0.7, -0.7], [2.5, 1.1, 0.1], [-1.3, 0.9, 0.1], [0.1, 0.2, -0.2], [0.1, 0.6, 0.5], [0.3, -0.3, -0.1], [-1.3, -1.9, -0.1], [1.0, 3.5, 2.7], [1.9, 1.2, -0.4], [-1.4, -1.9, -3.4], [0.2, 0.5, 0.0], [-0.8, -1.0, 0.0], [-0.1, -0.6, 0.2], [-0.3, 0.1, 0.1], [0.2, 0.0, -0.3], [0.3, 0.2, 0.6], [-0.3, 0.5, -2.6], [0.5, -0.6, 0.7], [0.6, -0.9, 1.0], [0.1, 0.8, -0.3], [-1.3, 1.8, -2.1], [0.5, -1.7, 2.1], [-0.2, -0.2, 0.8], [0.3, 0.1, 0.6], [-0.1, -0.3, 0.0], [-0.3, 0.5, -0.2], [3.6, -1.5, -1.0], [0.0, 0.8, -1.2], [-2.6, -4.6, 6.7], [-1.9, 1.8, -2.4], [-0.6, 0.1, 0.3], [1.9, 3.2, -3.0], [0.4, 0.0, -0.1], [-0.1, 0.6, -0.7], [-0.5, -0.4, 0.3], [-0.2, 0.0, 0.7], [-0.4, -0.2, -0.5], [2.1, 1.3, -1.6], [-2.0, -0.1, 0.1], [1.3, 0.9, -0.1], [-0.4, -0.6, 0.3], [-0.5, 0.2, 0.8], [0.1, -0.4, 0.7], [0.3, -0.1, 0.7], [-0.5, -0.1, -0.7], [0.0, -1.0, 0.5], [0.0, -0.6, -0.3], [0.2, 0.9, -1.1], [-0.1, -1.6, -0.1], [-2.8, -0.4, 3.9], [0.7, -0.9, -3.3], [2.3, 3.4, -0.4], [0.4, 0.1, 0.7], [0.1, 0.2, 0.3], [-0.3, -1.0, 0.1], [-0.1, -0.2, 0.2], [-0.4, 0.4, 1.3], [2.2, 0.3, 0.4], [0.3, 0.9, -1.6], [-1.8, -2.5, 1.6], [-0.1, 5.2, -1.7], [3.1, -5.1, 1.5], [-1.6, 0.9, -0.8], [-0.3, -0.4, 0.5], [-0.5, -0.2, -1.1], [0.0, 0.0, 0.0], [-0.6, 0.0, 0.0], [0.2, 0.2, -0.2], [-0.5, 0.3, 0.2], [0.9, -0.8, 0.4], [-0.6, -2.6, 1.1], [0.3, -0.5, 0.8], [2.8, -0.8, -3.3], [-2.7, 5.4, -1.6], [1.1, -2.5, 0.7], [-0.6, 0.6, 1.5], [-0.1, -0.1, -0.1], [-0.1, -0.2, 0.2], [-0.1, -0.1, 0.2], [-0.3, 0.4, 0.1], [-0.8, 0.3, -0.2], [0.2, 0.8, 0.2], [0.2, 0.4, 0.2], [-1.2, 0.4, -1.3], [0.8, -0.5, 0.8], [1.3, -0.7, 2.7], [-3.7, -0.9, 2.8], [2.1, 0.4, -1.2], [-1.1, 2.0, -3.1], [0.2, -0.2, 0.0], [0.2, -0.6, -0.2], [-0.5, -0.2, 0.4], [0.9, -0.2, -0.3], [0.2, -0.1, -0.2], [0.6, 0.2, -0.5], [-0.2, -0.1, -0.1], [-0.1, -0.8, 0.0], [0.0, 0.3, -0.4], [-0.7, 0.1, -0.7], [0.9, 1.9, -0.5], [-0.1, -2.1, 1.7], [0.5, 0.2, -0.5], [-0.1, 0.4, 0.3], [0.1, 0.4, 0.1], [0.3, 0.2, -0.2], [-0.3, -0.2, 0.2], [-0.1, 0.0, -0.1], [-0.4, -0.1, 0.4], [1.1, -1.9, 0.1], [-1.1, 2.3, 0.7], [-4.7, 1.8, -1.8], [3.5, -0.6, 1.8], [3.4, -0.4, 0.4], [-4.4, 0.4, -0.9], [1.5, -0.7, 0.2], [-0.3, -0.1, -0.5], [-0.2, -0.4, 0.2], [0.0, 0.5, -0.3], [0.2, -0.2, 0.3], [0.9, -0.2, -0.2], [0.3, -0.4, 0.0], [-0.4, 0.9, 1.4], [1.5, 1.6, 1.0], [-0.6, 0.6, 0.7], [0.6, 1.2, 0.4], [-1.0, -1.4, -1.9], [-0.7, 1.9, 3.1], [-0.4, -4.1, -3.0], [0.1, -0.1, 0.0], [-0.2, 0.3, -0.3], [0.3, -0.5, -0.7], [-0.5, -0.5, -0.2], [0.3, 0.2, -0.4], [1.0, 0.0, -0.2]],
  "gap_ev": 9.67,
  "charge": -1,
  "e_tot_ha": -10162.8144
}